(1)
91
Properties=species:S:1:pos:R:3:forces:R:3 method="wB97M-V/def2-TZVPD" homo_energy_ev="-6.514 / -6.785" spin_multiplicity=5 energy_ha=-3829.4217 charge=0 s2=6.01 homo_lumo_gap_ev="6.4 / 6.7"
Fe 11.2120 13.1501 11.0154 -0.1 0.1 -0.4
C 9.7056 15.6055 7.5874 -0.1 0.4 0.2
C 10.5421 14.7699 8.3545 -0.1 0.3 -0.6
N 10.5258 14.7251 9.6619 -0.4 0.2 0.0
C 9.7137 15.6057 10.3328 0.4 -0.3 0.0
C 8.8800 16.5118 9.6549 -0.2 0.7 0.2
C 8.8598 16.4658 8.2467 0.2 -0.2 -0.3
C 8.1613 17.5179 10.3793 0.1 -1.3 0.0
C 8.2498 17.5137 11.7305 0.0 0.3 1.0
C 9.1122 16.6324 12.4108 0.4 -0.2 -0.1
C 9.8787 15.6608 11.7720 0.0 0.7 0.3
N 10.8232 14.8325 12.2667 1.1 -1.2 -0.3
C 11.5830 14.7715 13.4093 -1.2 1.0 -0.1
C 11.4186 15.5599 14.5533 -0.4 0.0 -1.0
C 12.2387 15.4428 15.6625 0.1 0.3 0.5
C 13.2542 14.5552 15.6674 1.7 -1.0 0.8
C 13.5289 13.7416 14.5409 -0.5 0.3 -0.3
C 14.6215 12.8437 14.4522 -0.8 0.3 -0.5
C 14.8335 12.0970 13.3381 -0.2 -0.1 -0.5
C 13.9186 12.2395 12.2639 0.1 0.2 0.8
N 12.8956 13.0666 12.3130 0.3 -0.1 -0.2
C 12.6752 13.8402 13.4091 0.6 -0.3 0.8
H 9.7871 15.5955 6.5037 -0.1 -0.1 0.2
H 11.2637 14.1555 7.8322 0.1 0.0 0.3
H 8.1912 17.1457 7.7174 0.2 -0.2 0.0
H 7.4795 18.1603 9.8871 -0.4 0.6 -0.6
H 7.6779 18.2217 12.3576 0.3 -0.3 -0.6
H 9.2627 16.7617 13.4556 -0.3 0.1 0.6
H 10.6422 16.2977 14.5220 -0.1 0.1 0.3
H 12.1225 16.0649 16.5437 -0.3 0.0 -0.2
H 13.9048 14.4442 16.5521 -0.4 0.1 -0.5
H 15.2720 12.7474 15.2695 0.8 0.0 1.1
H 15.6784 11.4096 13.2835 -0.3 0.2 -0.1
H 14.0357 11.6780 11.3641 0.0 -0.3 -0.5
C 10.0743 11.7071 11.9194 -0.1 0.5 0.3
Si 10.0101 10.0107 11.3134 0.0 -0.1 0.3
C 9.6183 10.1236 9.4845 0.0 0.1 -0.6
N 10.4969 11.1022 8.7815 -0.2 0.2 -0.7
C 11.7672 10.5380 8.2449 -1.0 -0.5 0.2
C 11.7514 10.1626 6.7334 -0.6 0.2 0.6
C 10.3079 9.8442 6.3183 0.2 -1.4 0.3
C 9.3293 10.9677 6.5720 0.7 0.7 0.0
C 9.8027 11.8469 7.7087 0.3 -0.7 1.2
C 8.6184 9.0647 12.1855 0.6 0.7 -0.6
C 8.8773 7.9640 12.9812 -0.5 0.0 -0.1
C 7.8789 7.4272 13.7824 -1.1 0.6 -0.1
C 6.6173 8.0506 13.8291 0.2 0.7 0.3
C 6.4017 9.2580 13.1115 0.1 -1.4 0.4
C 7.3831 9.7053 12.2477 -0.5 -0.3 0.4
C 11.6094 9.0689 11.6701 -0.5 0.1 -0.3
C 12.3024 9.3662 12.8498 0.2 0.0 0.5
C 13.4366 8.6438 13.2073 0.4 -0.5 -0.2
C 13.8984 7.6209 12.3546 0.2 0.6 0.4
C 13.2331 7.3526 11.1603 0.3 -0.7 0.2
C 12.0637 8.0366 10.8406 0.8 0.0 0.5
H 10.3536 11.7966 12.9705 0.2 -0.2 0.2
H 9.0584 12.1180 11.9236 -0.2 0.0 -0.2
H 8.5624 10.4692 9.4200 0.5 -0.1 0.0
H 9.6265 9.1220 9.0285 0.0 0.1 -0.2
H 11.8810 9.6343 8.8294 0.6 -0.2 0.0
H 12.5698 11.2243 8.4811 0.2 -0.1 -0.1
H 12.4296 9.3136 6.5769 -0.2 0.2 -0.1
H 12.1143 10.9836 6.1353 0.3 0.4 -0.2
H 10.0236 8.9620 6.9159 -0.1 0.2 -0.2
H 10.2248 9.5289 5.2789 0.2 -0.1 -0.1
H 8.3416 10.6278 6.7816 -0.8 -0.6 0.1
H 9.2485 11.5725 5.6817 -0.1 0.4 -0.4
H 8.9972 12.3801 8.1820 -0.6 0.3 0.1
H 10.4971 12.5996 7.3958 0.4 0.1 -0.6
H 9.8664 7.5530 12.9337 0.3 -0.4 0.2
H 8.0553 6.5630 14.3924 0.1 -0.3 0.2
H 5.8310 7.6769 14.5162 0.6 0.2 -0.6
H 5.4827 9.8152 13.2382 -0.1 -0.1 -0.1
H 7.1524 10.5749 11.6548 0.2 0.3 -0.1
H 11.9543 10.1510 13.5469 0.1 -0.4 -0.6
H 13.9847 8.8634 14.1429 -0.4 -0.1 -0.6
H 14.8087 7.0776 12.6372 -0.4 0.1 -0.2
H 13.6125 6.5458 10.5114 -0.3 0.5 0.3
H 11.5850 7.7373 9.9196 -0.4 0.2 0.0
S 13.6682 13.3529 8.9874 0.3 -0.2 -0.3
C 13.7348 14.9698 9.3768 -0.4 0.7 -1.1
N 13.6611 16.0479 8.5016 0.1 -0.3 1.0
C 13.0186 17.1572 9.2321 -0.2 -0.4 -0.5
C 13.5529 16.9194 10.6223 -0.5 -0.1 0.5
N 13.7207 15.4666 10.5995 0.1 0.7 0.9
H 13.5455 15.9076 7.5175 -0.2 -0.3 -0.1
H 11.9270 17.0130 9.2209 0.2 0.2 0.0
H 13.2625 18.1302 8.8406 0.2 0.3 -0.2
H 12.8251 17.2211 11.3803 0.1 -0.2 0.0
H 14.4807 17.4445 10.8212 0.3 0.0 -0.1
H 13.6347 14.8825 11.4150 0.0 -0.1 -0.1



(2)
85
Properties=species:S:1:pos:R:3:forces:R:3 method="wB97M-V/def2-TZVPD" e_above_lowest_kcal_mol=52.6 homo_energy_ev=-9.679 spin_multiplicity=1 energy_ha=-1713.3937 charge=+1 smiles="CN(c1ccccc1)c1ccc(C(c2ccc(N(C)c3ccccc3)cc2)[C@@H](C=[N+]2CCCCC2)c2ccccc2)cc1" homo_lumo_gap_ev=5.5
C -3.2886 -0.0496 -4.7862 0.3 -0.7 0.2
N -2.3576 -1.1662 -4.6097 -0.7 0.3 0.8
C -2.0977 -1.9671 -5.7499 -0.2 -0.3 -0.4
C -1.9409 -1.3625 -7.0101 0.1 -0.5 0.5
C -1.8135 -2.1538 -8.1466 -0.1 -0.4 0.0
C -1.9413 -3.5461 -8.0500 0.1 0.1 0.1
C -2.1501 -4.1521 -6.8010 0.3 0.2 -0.2
C -2.1920 -3.3741 -5.6458 0.0 0.4 -0.3
C -1.4147 -0.9681 -3.5548 0.2 -1.1 -0.3
C -1.6292 -1.5514 -2.3001 0.3 0.2 0.1
C -0.6754 -1.3903 -1.2806 -1.5 -0.1 -0.2
C 0.4651 -0.6338 -1.4446 -0.3 0.5 0.7
C 1.3506 -0.3900 -0.1584 2.5 -3.6 -1.5
C 2.6443 0.3515 -0.6828 -1.3 -0.5 1.7
C 3.9184 -0.1965 -0.5728 0.5 0.2 0.4
C 5.0603 0.5792 -0.8125 -0.2 0.3 0.5
C 4.9464 1.9631 -1.0420 -0.3 -0.6 -1.6
N 6.0588 2.7597 -1.3589 -0.7 0.4 0.8
C 5.8217 4.1981 -1.4885 0.1 -0.3 0.3
C 7.1934 2.2595 -2.0334 1.1 0.0 -0.2
C 7.5190 2.7928 -3.3008 -0.2 -0.5 0.3
C 8.6232 2.3192 -3.9972 0.4 -0.3 0.3
C 9.4908 1.3957 -3.3953 -0.2 0.0 0.1
C 9.2311 0.9360 -2.0964 -0.2 0.1 -0.4
C 8.0844 1.3515 -1.4183 -0.2 0.3 -0.3
C 3.6399 2.4778 -1.2102 0.2 0.4 0.1
C 2.5130 1.6730 -1.0743 0.4 1.0 0.7
C 0.8237 0.0898 1.2713 -0.4 2.9 -0.6
C -0.2983 -0.6493 1.9623 -0.2 1.0 -0.8
N -1.4651 -0.1948 2.3544 1.5 -0.2 1.1
C -2.3795 -1.1921 2.9311 -0.6 -0.7 0.3
C -3.8617 -0.8069 2.8809 0.2 0.2 -0.3
C -4.1004 0.5627 3.5170 0.1 -0.1 0.2
C -3.1522 1.6166 2.9344 -0.4 -0.1 -0.4
C -1.6759 1.1685 2.9140 -0.6 1.5 -0.8
C 2.0230 0.2314 2.2796 -0.5 -0.6 -0.7
C 2.8298 1.3689 2.2942 0.0 0.6 -0.4
C 4.1369 1.2985 2.7747 0.2 -0.2 -0.1
C 4.6320 0.0837 3.2802 -0.6 0.2 0.2
C 3.7652 -1.0040 3.4369 -0.1 0.2 -0.2
C 2.4500 -0.9110 2.9497 0.6 -0.4 -0.1
C 0.7215 -0.1843 -2.7602 0.0 1.0 0.0
C -0.2178 -0.3097 -3.7962 0.3 0.0 0.4
H -3.6139 0.2506 -3.7804 -0.1 0.1 -0.4
H -2.7930 0.7852 -5.2820 -0.3 0.4 -0.1
H -4.1346 -0.4266 -5.3781 0.2 0.4 0.2
H -1.9326 -0.2766 -7.0859 0.1 -0.2 0.0
H -1.6312 -1.6825 -9.1142 -0.1 -0.2 0.3
H -1.8747 -4.1634 -8.9485 0.0 0.2 0.3
H -2.2857 -5.2365 -6.7398 0.1 0.4 0.0
H -2.3741 -3.8402 -4.6730 0.1 0.3 -0.3
H -2.5519 -2.1137 -2.1412 0.3 0.1 0.0
H -0.9019 -1.8301 -0.3102 0.1 0.0 0.0
H 1.6932 -1.4648 0.1128 -0.2 1.4 -0.7
H 4.0541 -1.2060 -0.1681 -0.1 0.3 -0.4
H 6.0671 0.1911 -0.6951 -0.4 -0.3 -0.1
H 6.7702 4.7120 -1.3379 -0.1 0.0 -0.1
H 5.4104 4.4731 -2.4658 -0.1 0.1 0.1
H 5.1323 4.5073 -0.6963 0.2 0.1 -0.2
H 6.8900 3.5585 -3.7584 0.1 -0.3 0.1
H 8.8108 2.6670 -5.0142 0.0 0.0 0.3
H 10.3649 1.0258 -3.9358 -0.3 0.2 0.2
H 9.9232 0.2416 -1.6204 -0.2 0.2 -0.1
H 7.8871 0.9979 -0.3999 0.1 0.2 -0.4
H 3.5533 3.5497 -1.4134 -0.3 -0.6 -0.1
H 1.5308 2.1519 -1.1266 0.2 -0.2 -0.1
H 0.4942 1.1023 0.9021 -0.2 -0.5 1.4
H -0.1201 -1.6837 2.2410 -0.2 -0.3 -0.7
H -2.2105 -2.1103 2.3733 -0.1 -0.1 0.1
H -2.1053 -1.3543 3.9804 0.1 0.1 -0.1
H -4.2337 -0.8088 1.8534 0.2 0.0 -0.1
H -4.4302 -1.5923 3.3907 0.2 0.1 0.0
H -5.1472 0.8565 3.3493 0.4 0.0 0.2
H -3.9254 0.4838 4.5987 -0.2 0.0 -0.1
H -3.5062 1.8738 1.9264 0.3 -0.2 0.0
H -3.2314 2.5589 3.4996 0.2 -0.4 -0.1
H -1.3231 1.2097 3.9642 0.2 -0.5 -0.6
H -1.1267 1.8955 2.2933 0.1 -0.4 0.5
H 2.4518 2.3097 1.8560 0.3 -0.6 0.1
H 4.8100 2.1660 2.6722 -0.5 -0.5 0.2
H 5.6687 0.0098 3.6014 -0.2 0.0 -0.1
H 4.1264 -1.9518 3.8579 -0.2 0.5 -0.1
H 1.8050 -1.7901 3.0088 0.3 0.1 -0.1
H 1.6026 0.4041 -3.0059 0.0 -0.3 0.3
H -0.0527 0.1179 -4.8034 0.2 -0.3 0.8